DFT (ωB97M-V/def2-TZVPD) results for a cluster of 5 separate species, C43H35O12P in total.

Atoms and positions in Å:
C (-5.227, 5.039, 3.393)
C (-4.105, 5.626, 2.411)
C (-4.429, 5.392, 0.889)
C (-3.105, 5.610, 0.040)
C (-3.122, 7.145, -0.415)
C (-2.946, 4.622, -1.156)
C (-3.238, 4.959, -2.559)
C (-3.072, 3.914, -3.584)
C (-2.599, 2.580, -3.287)
C (-2.274, 2.242, -1.911)
C (-2.460, 3.259, -0.855)
C (-2.075, 2.802, 0.592)
O (-2.727, 3.035, 1.576)
C (-0.762, 1.946, 0.655)
C (0.258, 2.120, 1.668)
C (1.471, 1.283, 1.605)
P (2.764, 1.584, 2.900)
O (2.281, 2.596, 3.915)
C (1.632, 0.276, 0.569)
O (2.781, -0.535, 0.478)
C (0.609, 0.097, -0.451)
C (-0.578, 0.933, -0.407)
C (-1.711, 0.851, -1.482)
O (-2.137, -0.195, -1.914)
H (-5.739, 5.908, 3.892)
H (-5.971, 4.486, 2.766)
H (-4.733, 4.398, 4.165)
H (-4.050, 6.731, 2.639)
H (-3.116, 5.208, 2.725)
H (-4.874, 4.372, 0.762)
H (-5.197, 6.120, 0.500)
H (-2.185, 5.505, 0.674)
H (-3.508, 7.726, 0.468)
H (-2.096, 7.513, -0.677)
H (-3.848, 7.219, -1.261)
H (-3.575, 5.985, -2.834)
H (-3.308, 4.246, -4.626)
H (-2.473, 1.807, -4.073)
H (0.187, 2.886, 2.471)
H (3.901, 2.173, 2.247)
H (3.200, 0.394, 3.545)
H (3.356, -0.049, -0.144)
H (0.660, -0.645, -1.286)
C (-5.111, -1.843, -2.558)
C (-4.970, -0.541, -2.314)
C (-6.080, 0.409, -2.557)
O (-5.953, 1.597, -2.338)
C (-7.351, -0.144, -3.080)
C (-7.491, -1.446, -3.323)
C (-6.380, -2.395, -3.080)
O (-6.508, -3.584, -3.300)
H (-4.310, -2.553, -2.387)
H (-4.049, -0.123, -1.932)
H (-8.152, 0.565, -3.251)
H (-8.412, -1.867, -3.706)
C (5.195, -3.727, 0.037)
C (5.034, -2.513, 0.559)
C (6.196, -1.639, 0.843)
O (6.048, -0.530, 1.321)
C (7.542, -2.165, 0.523)
C (7.703, -3.379, 0.001)
C (6.543, -4.254, -0.283)
O (6.690, -5.361, -0.761)
H (4.359, -4.380, -0.177)
H (4.059, -2.111, 0.799)
H (8.380, -1.513, 0.736)
H (8.679, -3.779, -0.237)
C (-6.542, -4.466, -0.279)
C (-7.646, -3.939, 0.248)
C (-7.747, -3.659, 1.698)
O (-8.754, -3.180, 2.180)
C (-6.573, -3.986, 2.541)
C (-5.469, -4.513, 2.014)
C (-5.368, -4.793, 0.563)
O (-4.361, -5.271, 0.083)
H (-6.452, -4.678, -1.336)
H (-8.513, -3.693, -0.353)
H (-6.665, -3.773, 3.598)
H (-4.603, -4.758, 2.615)
C (13.084, -2.850, 0.325)
C (14.183, -3.576, 0.130)
C (14.115, -5.048, -0.020)
O (15.116, -5.710, -0.196)
C (12.778, -5.680, 0.054)
C (11.679, -4.954, 0.249)
C (11.748, -3.482, 0.399)
O (10.745, -2.818, 0.576)
H (13.115, -1.773, 0.437)
H (15.168, -3.130, 0.072)
H (12.746, -6.756, -0.058)
H (10.694, -5.400, 0.307)

Its structure (SMILES) is CCC[C@H](C)c1cccc2c1C(=O)c1cc([PH2]=O)c(O)cc1C2=O.O=C1C=CC(=O)C=C1.O=C1C=CC(=O)C=C1.O=C1C=CC(=O)C=C1.O=C1C=CC(=O)C=C1. The calculation puts the LUMO energy at -1.85 eV. Its charge is 0. As for the strongest force on any atom: 3.0 eV/A. For the HOMO-LUMO gap, the calculation gives 7.6 eV.

DFT (ωB97M-V/def2-TZVPD) results for a structure of composition C19H51FIN5O16P5.

Atoms and positions in Å:
C (1.943, -5.468, 0.103)
C (0.941, -4.645, -0.900)
C (-0.107, -3.619, -0.096)
N (-1.358, -3.570, -0.901)
C (-2.571, -4.406, -1.122)
N (-2.795, -5.616, -0.547)
I (-1.635, -6.712, 0.723)
P (-4.369, -6.397, -1.030)
N (-5.664, -5.507, -0.649)
N (-3.544, -3.757, -2.080)
C (-2.929, -2.452, -2.532)
N (-1.603, -2.472, -1.758)
C (-0.765, -1.259, -2.074)
C (-0.808, -0.081, -0.906)
F (0.653, -1.569, -2.420)
H (2.712, -4.746, 0.614)
H (1.377, -6.140, 0.886)
H (2.567, -6.224, -0.579)
H (1.527, -3.970, -1.670)
H (0.221, -5.374, -1.513)
H (-0.295, -3.975, 1.029)
H (0.491, -2.605, 0.007)
H (-4.253, -6.736, -2.431)
H (-4.517, -7.668, -0.316)
H (-6.290, -6.014, 0.021)
H (-3.351, -1.656, -3.282)
H (-1.245, -0.749, -3.041)
H (0.254, 0.458, -0.857)
H (-1.571, 0.757, -1.273)
H (-1.065, -0.494, 0.160)
C (3.004, 1.719, 3.791)
O (1.862, 0.909, 3.590)
P (0.515, 1.304, 2.578)
O (1.324, 2.415, 1.899)
O (-0.325, 1.872, 3.878)
C (0.208, 2.869, 4.724)
O (-0.831, 1.699, 1.566)
C (-1.103, 3.053, 1.246)
H (3.891, 1.117, 3.571)
H (3.050, 2.629, 3.193)
H (3.048, 2.003, 4.846)
H (0.865, 3.551, 4.187)
H (0.751, 2.390, 5.545)
H (-0.620, 3.442, 5.150)
H (-0.404, 3.414, 0.487)
H (-1.062, 3.686, 2.138)
H (-2.110, 3.108, 0.824)
C (6.235, -7.182, 2.295)
O (5.584, -7.885, 3.336)
P (4.220, -7.315, 4.235)
O (3.963, -6.221, 3.192)
O (5.208, -6.783, 5.442)
C (6.275, -5.895, 5.186)
O (2.856, -6.744, 5.133)
C (2.594, -5.353, 5.216)
H (6.270, -7.831, 1.416)
H (5.778, -6.236, 2.005)
H (7.265, -6.981, 2.603)
H (6.059, -5.227, 4.353)
H (7.182, -6.473, 4.979)
H (6.451, -5.293, 6.082)
H (2.154, -4.992, 4.283)
H (3.504, -4.793, 5.454)
H (1.864, -5.191, 6.014)
C (-3.794, 4.030, -7.114)
O (-3.890, 2.633, -6.914)
P (-2.836, 1.684, -5.923)
O (-2.293, 2.951, -5.250)
O (-1.938, 1.264, -7.240)
C (-1.377, 2.238, -8.094)
O (-1.782, 0.736, -4.932)
C (-0.477, 1.205, -4.634)
H (-4.764, 4.476, -6.875)
H (-3.029, 4.540, -6.528)
H (-3.593, 4.217, -8.172)
H (-1.125, 3.153, -7.559)
H (-2.083, 2.457, -8.902)
H (-0.466, 1.829, -8.537)
H (-0.518, 1.988, -3.873)
H (0.027, 1.571, -5.534)
H (0.100, 0.372, -4.224)
C (-3.194, 9.630, 0.216)
O (-3.290, 8.233, 0.416)
P (-2.236, 7.284, 1.407)
O (-1.693, 8.551, 2.079)
O (-1.338, 6.864, 0.090)
C (-0.777, 7.838, -0.764)
O (-1.182, 6.336, 2.398)
C (0.123, 6.805, 2.696)
H (-4.164, 10.076, 0.455)
H (-2.429, 10.140, 0.801)
H (-2.993, 9.817, -0.843)
H (-0.525, 8.753, -0.229)
H (-1.483, 8.057, -1.573)
H (0.134, 7.429, -1.208)
H (0.082, 7.588, 3.457)
H (0.627, 7.171, 1.796)
H (0.700, 5.972, 3.106)

The calculation puts the LUMO energy at -5.36 eV. Its charge is +1. As for the strongest force on any atom: 10.2 eV/A. For the HOMO-LUMO gap, the calculation gives 5.6 eV.

DFT (ωB97M-V/def2-TZVPD) results for the molecule C4H5NO2S.

Atoms and positions in Å:
C (-1.892, -0.110, 1.041)
C (-1.194, 0.316, -0.127)
C (0.934, -1.416, 0.132)
C (0.037, 1.122, -0.083)
H (-2.630, -0.822, 0.669)
H (-2.362, 0.715, 1.651)
H (-1.288, -0.570, 1.818)
H (-1.777, 1.004, -0.818)
H (1.668, -2.167, 0.635)
N (-0.092, -1.864, -0.455)
O (-0.755, -0.787, -1.063)
O (0.064, 2.258, -0.485)
S (1.578, 0.229, 0.365)

Its energy above the lowest of the compared OMol25 structures with the same formula, charge and spin is 353.6 kJ/mol. Its structure (SMILES) is C[C@@H]1ON=CSC1=O. The calculation puts the LUMO energy at 0.39 eV. Its charge is 0. As for the strongest force on any atom: 4.2 eV/A. For the HOMO-LUMO gap, the calculation gives 10.3 eV.

DFT (ωB97M-V/def2-TZVPD) results for the molecule C5H16N4.

Atoms and positions in Å:
C (0.278, -0.385, 0.718)
C (0.523, 0.351, -0.626)
C (-1.097, 0.251, -1.366)
C (1.816, -0.473, 1.511)
C (-2.455, 0.302, -0.689)
N (-0.128, -1.764, 0.578)
N (-0.590, 0.262, 1.665)
N (0.881, 1.716, -0.535)
N (1.465, -0.278, -1.474)
H (0.047, -2.229, 1.464)
H (-1.140, -1.768, 0.488)
H (-0.198, 0.248, 2.601)
H (-0.722, 1.241, 1.415)
H (1.180, 2.101, -1.424)
H (1.631, 1.843, 0.137)
H (1.332, -1.288, -1.398)
H (1.346, -0.018, -2.447)
H (-1.050, -0.642, -1.998)
H (-1.071, 1.086, -2.080)
H (2.222, 0.526, 1.698)
H (2.530, -1.039, 0.908)
H (1.709, -0.982, 2.475)
H (-2.549, 1.119, 0.031)
H (-2.712, -0.656, -0.225)
H (-3.248, 0.475, -1.428)

Its energy above the lowest of the compared OMol25 structures with the same formula, charge and spin is 147.9 kJ/mol. Its structure (SMILES) is CCC(N)(N)C(C)(N)N. The calculation puts the LUMO energy at 1.08 eV. Its charge is 0. As for the strongest force on any atom: 5.3 eV/A. For the HOMO-LUMO gap, the calculation gives 9.7 eV.

DFT (ωB97M-V/def2-TZVPD) results for the molecule CH4N2O2.

Atoms and positions in Å:
C (0.545, -0.141, -0.037)
H (0.166, 1.660, -0.511)
H (1.761, 1.435, -0.210)
H (-0.912, -1.551, 0.442)
H (-2.204, 0.570, 0.899)
N (0.835, 1.210, 0.123)
N (-0.748, -0.609, -0.130)
O (1.579, -0.832, 0.032)
O (-1.916, 0.147, -0.075)

Its energy above the lowest of the compared OMol25 structures with the same formula, charge and spin is 174.1 kJ/mol. Its structure (SMILES) is NC(=O)NO. The calculation puts the LUMO energy at 0.36 eV. Its charge is 0. As for the strongest force on any atom: 4.7 eV/A. For the HOMO-LUMO gap, the calculation gives 10.3 eV.

DFT (ωB97M-V/def2-TZVPD) results for a cluster of 2 separate species, C3H9NO3 in total.

Atoms and positions in Å:
C (-1.200, -1.582, -0.316)
N (-1.053, -0.295, -0.987)
C (0.233, 0.016, -1.511)
C (1.393, 0.145, -0.405)
O (2.446, -0.344, -0.954)
O (1.302, 0.293, 0.780)
H (-2.039, -2.129, -0.768)
H (-1.326, -1.471, 0.809)
H (-0.251, -2.146, -0.635)
H (-1.698, 0.426, -0.608)
H (0.029, 0.977, -2.104)
H (0.722, -0.721, -2.281)
H (3.110, -0.280, -0.213)
H (-0.996, 1.768, 2.862)
H (-0.065, 2.974, 2.882)
O (-0.606, 2.367, 3.449)

Its energy above the lowest of the compared OMol25 structures with the same formula, charge and spin is 196.8 kJ/mol. Its structure (SMILES) is CNCC(=O)O.O. The calculation puts the LUMO energy at 0.60 eV. Its charge is 0. As for the strongest force on any atom: 3.9 eV/A. For the HOMO-LUMO gap, the calculation gives 9.4 eV.